55
Properties=species:S:1:pos:R:3 method="wB97M-V/def2-TZVPD" e_tot_ev=-48926.2147 homo_energy_ev=-5.49 charge=-1 orbital_gap_ev=6.3
C -2.18209 -2.77325 -0.75408
C -3.38706 -2.75020 -0.79435
Al -5.38999 -2.41371 -0.80324
F -5.90223 -2.05746 0.82997
H -1.16827 -2.54132 -0.79065
H -5.71015 -1.16033 -1.75797
H -6.12538 -3.76724 -1.26092
C 1.56924 4.10957 -6.15959
C 1.38401 2.86549 -6.75445
C 0.62059 1.89998 -6.12154
C 0.04523 2.16930 -4.88626
C 0.24577 3.41009 -4.28182
C 1.00230 4.38090 -4.92670
C -0.32948 3.70746 -2.93852
O -0.15546 4.79507 -2.42319
C -1.10732 2.64297 -2.25663
C -1.60930 2.88097 -0.98482
C -2.34783 1.90260 -0.33990
C -2.59615 0.68338 -0.96157
C -2.09584 0.43695 -2.22938
C -1.34469 1.40985 -2.87847
C -0.78882 1.12112 -4.22691
O -0.99594 0.06476 -4.78581
H 2.16037 4.86615 -6.65904
H 1.83571 2.65121 -7.71423
H 0.46871 0.93368 -6.58155
H 1.14643 5.34418 -4.45801
H -1.41939 3.82963 -0.50263
H -2.73514 2.08923 0.65318
H -3.17711 -0.07670 -0.45829
H -2.28759 -0.51286 -2.70863
C 5.30035 -1.19048 4.92516
C 5.22684 -2.57938 4.89004
C 4.05948 -3.20285 4.48496
C 2.95615 -2.44139 4.12100
C 3.02427 -1.04904 4.17338
C 4.20214 -0.42748 4.56854
C 1.84003 -0.21206 3.82489
O 1.90960 1.00009 3.86873
C 0.58346 -0.90090 3.43481
C -0.54619 -0.14372 3.15186
C -1.72244 -0.76990 2.77579
C -1.77654 -2.15528 2.67097
C -0.65475 -2.91678 2.95295
C 0.52571 -2.29626 3.34346
C 1.71174 -3.13002 3.67086
O 1.67796 -4.34051 3.58247
H 6.21628 -0.70437 5.23468
H 6.08343 -3.17468 5.17788
H 3.99887 -4.28147 4.45023
H 4.25271 0.65182 4.59753
H -0.50144 0.93363 3.22746
H -2.60296 -0.18066 2.55701
H -2.69426 -2.63634 2.36102
H -0.69357 -3.99338 2.87031